Record 1
27
Properties=species:S:1:pos:R:3:forces:R:3:mulliken_charge:R:1 method="wB97M-V/def2-TZVPD" largest_force_ev_per_a=1.987 homo_ev="-17.691 / -17.582" e_tot_ev=-10964.4729 relative_energy_kcal_mol=11.89 total_charge=+2 e_lumo_ev="-8.18 / -13.59" homo_lumo_gap_ha="0.3495 / 0.1469" spin_multiplicity=2
C -0.808 -1.468 0.682 0.849 -0.534 1.020 0.6745
C 0.354 -1.726 1.713 -1.209 1.361 -0.797 -1.1733
C -2.157 -1.954 1.227 0.432 -0.108 -1.425 -1.2366
H -0.817 -0.386 0.476 -0.236 -0.096 -0.204 -0.3619
H -0.545 -2.029 -0.217 -0.155 0.177 -0.230 0.1947
H 0.024 -1.339 2.681 0.005 -0.769 0.191 0.3530
H -2.011 -2.975 1.582 -0.175 0.146 0.358 0.3382
H -2.537 -1.277 1.972 -0.178 -0.055 0.475 0.3560
H 1.178 -1.058 1.483 0.669 -0.213 -0.241 0.3170
H 0.646 -2.766 1.656 0.145 -0.050 0.526 0.3673
H -2.871 -2.031 0.399 -0.098 0.115 0.273 0.3738
C 1.012 0.948 -2.241 0.388 0.113 0.488 -0.5339
C 1.652 -0.459 -1.708 -0.546 0.030 -0.078 -0.4726
C 0.012 1.942 -0.147 -0.025 -0.413 1.490 0.4700
N -0.019 1.429 -1.429 0.140 0.383 -0.867 0.0887
N 1.114 1.986 0.560 -0.261 -0.369 -0.648 -0.2122
N -1.153 2.265 0.393 -0.113 0.839 -0.638 -0.3361
H 1.935 1.546 -2.126 -0.151 0.298 -0.005 0.3413
H 0.652 0.944 -3.263 0.198 -0.347 -0.100 0.4529
H 1.060 -1.255 -2.163 0.038 0.089 0.002 0.3188
H 1.568 -0.481 -0.629 -0.107 -0.134 0.197 -0.0307
H -0.904 1.562 -1.906 -0.395 -0.244 0.059 0.3152
H 1.927 1.441 0.320 0.283 0.090 0.070 0.2367
H 1.084 2.447 1.455 0.273 0.080 0.313 0.2686
H -1.851 2.747 -0.171 -0.188 -0.374 0.124 0.2623
H -1.232 2.421 1.392 0.079 0.081 -0.018 0.2466
H 2.688 -0.473 -1.990 0.339 -0.097 -0.334 0.3818

---

Record 2
28
Properties=species:S:1:pos:R:3:forces:R:3:mulliken_charge:R:1 method="wB97M-V/def2-TZVPD" largest_force_ev_per_a=2.264 homo_ev=-7.284 e_tot_ev=-12471.8551 relative_energy_kcal_mol=57.75 total_charge=0 e_lumo_ev=0.80 homo_lumo_gap_ha=0.2970
C 1.778 1.290 0.277 -0.212 0.612 0.173 0.8647
C 1.511 0.550 1.580 -0.989 0.479 -0.313 -1.1220
C 3.087 2.064 0.272 -0.189 0.037 -0.093 -1.6990
N 0.597 2.253 0.353 0.155 0.461 -1.325 -0.5258
H 1.701 0.684 -0.635 -0.025 0.062 0.179 -0.1099
H 0.797 3.196 0.018 -0.046 -0.001 0.052 0.2600
H -0.222 1.892 -0.162 0.263 -0.011 -0.060 0.3635
H 3.189 2.693 -0.618 0.059 0.004 0.043 0.4032
H 3.146 2.697 1.160 -0.003 0.016 -0.003 0.4075
H 2.360 0.564 2.266 -0.067 -0.020 0.046 0.3018
H 1.201 -0.479 1.383 -0.133 -0.055 0.284 0.1102
H 0.491 1.662 1.540 1.294 -1.513 1.078 0.3847
H 3.925 1.367 0.306 -0.013 0.020 -0.030 0.4019
C -1.441 -2.917 -0.707 0.114 0.063 0.052 -1.1855
C -2.654 -1.320 0.774 0.114 0.096 -0.156 -1.2941
N -1.778 -1.546 -0.365 0.183 0.068 0.195 0.1421
C -1.207 -0.467 -0.989 -1.112 -0.149 -0.775 0.7078
N -0.258 -0.774 -1.957 0.473 -0.050 0.343 -0.5573
N -1.614 0.756 -0.914 0.201 -0.042 0.169 -0.9444
H 0.452 -1.435 -1.676 -0.020 -0.051 0.010 0.2497
H 0.156 0.068 -2.330 -0.117 0.039 -0.043 0.3378
H -2.482 0.857 -0.401 0.104 -0.113 0.165 0.1780
H -2.304 -3.558 -0.523 0.045 0.045 0.026 0.4277
H -3.634 -0.946 0.462 0.012 0.018 0.030 0.3479
H -0.596 -3.289 -0.115 -0.069 -0.057 -0.042 0.3205
H -1.195 -2.996 -1.764 -0.014 0.035 0.017 0.4213
H -2.200 -0.606 1.466 -0.065 -0.020 -0.013 0.3914
H -2.808 -2.261 1.298 0.057 0.028 -0.010 0.4160

---

Record 3
30
Properties=species:S:1:pos:R:3:forces:R:3:mulliken_charge:R:1 method="wB97M-V/def2-TZVPD" largest_force_ev_per_a=4.555 homo_ev=-16.949 e_tot_ev=-31029.2610 relative_energy_kcal_mol=27.24 total_charge=+2 e_lumo_ev=-7.44 homo_lumo_gap_ha=0.3494
C 1.749 0.141 -1.365 1.091 4.188 0.971 -0.6329
C -1.480 0.168 1.513 1.150 0.430 -2.695 -0.5792
C 1.246 1.770 -1.396 0.504 -2.890 -0.031 -0.6880
C -2.457 1.219 1.055 -1.327 -2.337 -2.353 -0.7177
C 0.497 -2.471 -0.329 2.906 -0.556 3.463 -1.4723
C 0.421 -1.103 0.365 0.847 -0.419 -0.837 -0.5112
N 1.620 -0.288 -0.006 -2.229 -2.462 0.012 0.2427
N -0.831 -0.436 0.150 -1.996 2.166 3.089 0.3928
N 1.977 0.742 0.879 2.009 0.501 1.177 -0.5572
N -1.950 -1.081 -0.465 -1.165 0.734 0.873 -0.6081
P 1.634 2.525 0.169 3.332 0.484 0.001 0.0117
P -3.120 0.578 -0.679 0.743 -1.367 1.106 0.2161
H 1.062 -0.227 -2.117 0.548 -1.180 0.172 0.2812
H 2.870 0.189 -1.509 -1.416 -0.312 -0.996 0.3985
H -0.684 0.665 2.048 0.328 -0.253 0.277 0.3634
H -1.904 -0.633 2.058 -0.380 -0.905 0.696 0.4411
H 1.682 2.103 -2.285 1.566 1.225 -0.996 0.5500
H 0.233 1.812 -1.744 -1.126 -0.046 0.818 0.4031
H -3.375 1.422 1.579 0.036 0.066 0.849 0.4719
H -1.941 2.069 0.763 0.783 1.887 -0.143 0.3312
H 1.600 -2.612 -0.513 -1.196 -0.267 0.069 0.4031
H 0.184 -3.286 0.392 0.232 0.928 -0.907 0.3775
H 0.007 -2.591 -1.220 -1.274 -0.065 -2.282 0.5077
H 0.599 -1.173 1.407 -0.189 -0.764 1.250 0.5311
H 2.037 0.566 1.940 -1.501 -0.191 -1.642 0.3674
H 2.995 0.755 0.797 0.268 0.266 -0.430 0.4307
H -1.583 -1.386 -1.357 -0.724 -0.561 -0.347 0.3867
H -2.512 -1.835 0.106 1.661 1.276 -1.298 0.3949
H 3.633 2.602 -0.042 -3.564 0.103 0.207 0.1347
H -4.213 -0.202 -0.195 0.081 0.322 -0.073 0.1292

---

Record 4
31
Properties=species:S:1:pos:R:3:forces:R:3:mulliken_charge:R:1 method="wB97M-V/def2-TZVPD" largest_force_ev_per_a=4.277 homo_ev=-11.264 e_tot_ev=-16936.2987 relative_energy_kcal_mol=18.50 total_charge=+1 e_lumo_ev=-2.34 homo_lumo_gap_ha=0.3279
C -0.598 0.217 -1.018 -2.954 -0.250 1.177 -1.5808
C -1.893 0.648 -0.822 1.951 0.412 1.350 -0.5292
C 0.108 -0.940 -0.417 0.720 -0.464 0.707 1.9317
C 0.805 -0.636 0.952 -1.362 -0.266 -1.224 0.0846
C 2.465 0.994 0.199 -1.828 0.189 0.911 -0.0249
C -3.982 0.903 0.432 -0.830 -0.872 -2.099 -0.8592
N 1.144 -1.507 -1.235 1.591 2.309 -2.805 -0.6514
N -0.835 -1.971 -0.050 -2.144 -1.559 -1.529 -0.8169
N 1.591 -1.613 1.333 -0.706 0.175 0.118 -0.3295
N 0.079 0.143 1.715 0.642 -0.042 -2.013 -0.2441
N 2.281 2.334 0.227 -1.549 -0.833 3.898 -0.3898
N 3.404 0.567 -0.586 1.547 2.035 -1.974 -0.3280
N -2.724 0.240 0.173 1.173 -0.712 -0.322 -0.0680
H -0.234 0.623 -1.873 1.734 1.165 -2.209 0.3051
H -2.173 1.572 -1.293 -0.216 0.172 -0.607 0.3749
H -4.156 1.064 1.487 -0.361 -0.599 0.234 0.2899
H -3.937 1.929 0.018 -0.082 -0.633 -0.124 0.2950
H -4.726 0.249 -0.165 0.221 1.593 1.552 0.3039
H 0.752 -2.201 -1.864 0.009 0.200 -0.146 0.2541
H 1.500 -0.670 -1.868 -0.756 -2.543 1.439 0.3255
H -0.528 -2.945 -0.171 0.947 0.528 0.902 0.2862
H -1.505 -2.028 -0.845 0.138 0.621 0.642 0.3540
H 2.108 -1.469 2.133 1.256 -0.085 1.989 0.2330
H 1.952 -2.213 0.631 0.375 -0.260 -0.706 0.2416
H -0.570 0.683 1.203 -0.862 0.749 -0.244 0.2126
H 0.032 0.133 2.664 0.161 -0.075 3.070 0.1665
H 2.908 2.920 -0.199 2.130 1.741 -1.685 0.1913
H 2.026 2.781 1.167 -0.102 -1.288 -2.036 0.2685
H 3.380 -0.324 -1.022 0.095 -0.900 0.256 0.2871
H 3.930 1.291 -1.131 -0.193 -0.959 0.363 0.1959
H -2.605 -0.773 0.225 -0.744 0.451 1.114 0.2205

---

Record 5
27
Properties=species:S:1:pos:R:3:forces:R:3:mulliken_charge:R:1 method="wB97M-V/def2-TZVPD" largest_force_ev_per_a=5.181 homo_ev=-14.546 e_tot_ev=-12090.9915 relative_energy_kcal_mol=38.72 total_charge=+1 e_lumo_ev=-3.05 homo_lumo_gap_ha=0.4226
C -0.423 -0.425 1.818 -2.597 -2.049 2.475 -0.6540
O 0.712 -0.515 2.643 0.688 -0.576 0.044 -0.5371
C -0.040 0.498 0.752 -0.620 4.259 -0.616 -0.5889
C -0.967 0.515 -0.568 -1.132 -1.382 4.653 0.7189
C -1.216 -0.954 -0.981 -1.057 1.020 -2.611 -1.2377
C -0.484 1.514 -1.503 1.388 1.669 -2.444 -0.4576
C -1.700 2.162 -2.241 2.339 1.836 -1.770 -1.3662
N 1.423 0.255 0.472 0.669 3.924 3.316 -0.0975
H -1.313 -0.057 2.480 1.323 -0.325 -1.623 0.4033
H -0.754 -1.502 1.503 0.796 2.003 0.360 0.1811
H 0.470 -0.293 3.523 -0.156 0.097 1.273 0.3518
H -0.034 1.645 1.180 -0.156 -2.837 -0.897 0.3736
H -1.986 0.931 -0.032 2.319 -0.952 -1.434 0.3195
H -0.838 -1.599 -0.249 0.309 -1.078 0.775 0.3602
H -2.330 -1.098 -1.055 1.235 -0.222 -0.214 0.2898
H -0.703 -1.251 -1.956 -0.846 0.592 1.104 0.2963
H 0.105 2.263 -0.921 -0.890 0.187 -0.321 0.3421
H 0.373 1.181 -2.220 -1.792 -0.060 0.808 0.2810
H -1.370 3.083 -2.899 -0.656 -1.819 1.354 0.3113
H -2.430 2.479 -1.551 -0.589 0.767 1.172 0.4086
H -2.274 1.521 -2.881 0.261 -0.811 -0.536 0.3755
H 2.095 0.355 1.344 -2.196 -1.109 -1.671 0.3901
H 1.750 1.026 -0.066 0.208 0.464 -1.377 0.4165
H 1.478 -0.578 0.021 1.252 -3.753 -1.886 0.1520
H 2.202 -2.854 -1.318 -0.204 0.030 1.690 0.3227
H 1.935 -3.078 0.265 -0.208 -1.592 0.644 0.3025
O 2.118 -2.462 -0.411 0.312 1.715 -2.268 -0.6579

---

Record 6
28
Properties=species:S:1:pos:R:3:forces:R:3:mulliken_charge:R:1 method="wB97M-V/def2-TZVPD" largest_force_ev_per_a=1.764 homo_ev=-3.569 e_tot_ev=-14147.2232 relative_energy_kcal_mol=3.51 total_charge=-1 e_lumo_ev=3.55 homo_lumo_gap_ha=0.2615
C -2.547 1.195 -0.199 -0.708 0.872 1.360 -1.4128
C -1.025 1.038 -0.105 0.031 0.750 -0.332 0.1814
C -0.457 1.770 1.125 -1.093 -0.172 0.039 0.6187
C -0.943 1.122 2.433 0.793 0.584 -0.014 -1.5904
C 1.049 1.842 1.166 0.029 0.862 -0.016 -1.7087
N -0.534 -0.315 -0.213 0.605 0.816 -0.207 0.0182
C -0.568 -0.913 -1.569 -0.093 -1.394 -0.033 -0.5091
O -0.313 -2.247 -1.533 0.133 0.355 0.169 -0.9301
H -2.966 0.573 -0.947 -0.342 -0.905 -0.653 0.4064
H -2.928 2.200 -0.432 0.668 0.204 -0.245 0.3833
H -3.070 1.033 0.760 0.263 -0.560 -0.275 0.1991
H -0.674 1.614 -0.978 0.386 -0.413 0.030 0.2501
H -0.894 2.773 1.081 0.058 0.175 0.022 0.3092
H -0.282 0.285 2.635 -0.252 -0.551 0.028 0.3349
H -0.705 1.835 3.228 -0.384 -0.038 0.188 0.4328
H -1.999 0.847 2.451 0.204 -0.023 0.090 0.3531
H 1.482 2.495 0.400 -0.202 -0.216 -0.231 0.3281
H 1.467 0.856 1.039 0.243 0.111 0.390 0.4023
H 1.360 2.311 2.106 0.067 -0.312 0.130 0.4289
H -0.866 -0.937 0.504 -0.362 -0.356 -0.075 0.1194
H -1.569 -0.781 -2.045 0.046 0.503 0.052 0.2094
H 0.178 -0.321 -2.155 -0.206 0.039 0.026 0.2883
H 1.022 -2.728 -0.906 -0.242 0.144 0.131 0.4002
H 2.357 -2.568 -1.502 0.218 -0.286 0.181 0.3064
O 2.008 -2.929 -0.674 0.087 0.014 -0.502 -0.8240
H 1.618 -0.367 -0.284 -0.647 -0.301 -0.104 0.3895
H 2.946 -1.084 -0.197 -0.300 -0.311 0.003 0.3239
O 2.566 -0.206 -0.286 1.000 0.410 -0.151 -0.7084